Entry 1:
A 2-piece molecular cluster, C4H12N4 overall, computed with ωB97M-V/def2-TZVPD.

Properties
spin multiplicity = 1
frontier orbital gap = 9.3 eV
highest occupied orbital energy = -8.36 eV
ΔE to the lowest compared entry with this formula, charge and spin = 2.601 eV
DFT total energy = -378.54267 hartree
structure (SMILES) = [H]/N=C(/C)N(C)C.[H]/N=N\[H]

Geometry as XYZ:
```
20
C4H12N4 | OMol25 | ωB97M-V/def2-TZVPD
H 2.371 -0.946 0.070
N 1.790 -0.962 -0.762
C 0.752 -0.234 -0.749
C -0.093 -0.261 -1.991
N 0.279 0.534 0.292
C -0.828 1.445 0.103
C 1.081 0.806 1.462
H -1.095 -0.626 -1.769
H -0.175 0.733 -2.424
H 0.383 -0.925 -2.705
H -1.689 0.918 -0.303
H -0.563 2.276 -0.559
H -1.113 1.848 1.072
H 1.834 0.035 1.604
H 0.436 0.814 2.341
H 1.588 1.774 1.378
H -1.736 -2.480 -0.115
N -1.907 -1.608 0.429
N -1.074 -1.267 1.245
H -0.240 -1.875 1.381
```



Entry 2:
A single C5H10N2O molecule, computed with ωB97M-V/def2-TZVPD.

Properties
spin multiplicity = 1
frontier orbital gap = 8.7 eV
highest occupied orbital energy = -7.90 eV
ΔE to the lowest compared entry with this formula, charge and spin = 8.093 eV
DFT total energy = -380.98804 hartree
structure (SMILES) = OC1[C@H]2NCCN[C@H]12

Geometry as XYZ:
```
18
C5H10N2O | OMol25 | ωB97M-V/def2-TZVPD
O 2.920 -0.256 -0.665
C 1.861 -0.031 0.374
C 0.682 0.911 0.442
N -0.466 1.549 -0.400
C -1.601 0.567 0.019
C -1.608 -0.806 -0.351
N -0.413 -1.354 0.102
C 0.644 -0.431 -0.123
H 3.707 0.219 -0.140
H 2.368 -0.160 1.407
H 0.562 0.903 1.573
H -0.120 1.544 -1.264
H -1.765 0.521 1.194
H -2.645 1.102 -0.443
H -2.705 -1.377 -0.345
H -1.486 -1.154 -1.350
H -0.478 -1.721 1.114
H 0.545 -0.025 -1.144
```



Entry 3:
C32H30BrCl3F5N3O2RuSSi as an isolated structure, computed with ωB97M-V/def2-TZVPD.

Properties
spin multiplicity = 2
charge = -1
frontier orbital gap (alpha / beta) = 7.3 / 7.0 eV
highest occupied orbital energy (alpha / beta) = -4.97 / -4.94 eV
ΔE to the lowest compared entry with this formula, charge and spin = 0.657 eV
DFT total energy = -6788.94377 hartree
<S²> = 0.76

Geometry as XYZ:
```
79
C32H30BrCl3F5N3O2RuSSi | OMol25 | ωB97M-V/def2-TZVPD
Ru -1.071 -1.708 -0.424
O -4.526 -3.964 -0.531
C -3.561 -3.299 -0.175
N -2.745 -2.607 -0.999
C -3.249 -2.460 -2.350
C -2.448 -1.379 -3.018
C -2.487 -1.154 -4.385
C -1.789 -0.085 -4.913
C -1.073 0.728 -4.050
C -1.043 0.413 -2.707
N -1.710 -0.623 -2.185
C -3.313 -3.003 1.286
C -3.827 -3.801 2.295
C -3.638 -3.397 3.607
C -2.966 -2.208 3.854
C -2.466 -1.491 2.780
N -2.632 -1.880 1.522
H -4.289 -2.111 -2.278
H -3.276 -3.381 -2.936
H -3.061 -1.825 -5.009
H -1.794 0.105 -5.978
H -0.505 1.576 -4.405
H -0.478 1.018 -2.015
H -4.357 -4.703 2.027
H -4.012 -3.998 4.426
H -2.806 -1.851 4.862
H -1.912 -0.570 2.918
C 0.906 6.267 -0.727
C 0.242 5.673 0.524
C 1.108 5.993 1.751
C -1.118 6.347 0.711
C 0.113 4.162 0.369
C -1.101 3.494 0.376
C -1.146 2.115 0.271
Br -2.882 1.339 0.273
C -0.003 1.290 0.178
O -0.034 -0.005 0.204
C 1.243 1.989 0.088
C 1.249 3.371 0.212
C 2.614 1.312 -0.106
C 3.463 1.539 1.154
C 2.562 -0.196 -0.370
C 3.325 1.944 -1.316
H 0.992 7.353 -0.638
H 0.319 6.039 -1.618
H 1.907 5.861 -0.876
H 1.180 7.074 1.897
H 2.119 5.599 1.639
H 0.677 5.551 2.651
H -0.979 7.422 0.839
H -1.636 5.967 1.593
H -1.765 6.194 -0.155
H -2.037 4.026 0.460
H 2.211 3.866 0.180
H 2.990 1.066 2.016
H 3.594 2.599 1.377
H 4.451 1.093 1.023
H 2.165 -0.750 0.477
H 3.577 -0.547 -0.578
H 1.947 -0.429 -1.238
H 3.499 3.013 -1.199
H 2.734 1.796 -2.222
H 4.293 1.461 -1.464
Cl 1.048 -1.888 -3.514
Si 0.180 -3.014 -1.931
Cl -0.900 -4.453 -3.026
Cl 1.837 -4.208 -1.478
F 3.996 -7.017 2.116
C 3.112 -6.026 1.927
C 3.550 -4.724 1.755
F 4.865 -4.461 1.769
C 2.632 -3.705 1.565
F 3.122 -2.471 1.392
C 1.261 -3.937 1.540
S 0.067 -2.648 1.473
C 0.856 -5.258 1.727
F -0.443 -5.577 1.709
C 1.753 -6.293 1.915
F 1.323 -7.551 2.088
```



Entry 4:
A single C19H18N2O7S molecule, computed with ωB97M-V/def2-TZVPD.

Properties
spin multiplicity = 1
frontier orbital gap = 8.7 eV
highest occupied orbital energy = -8.93 eV
ΔE to the lowest compared entry with this formula, charge and spin = 1.279 eV
DFT total energy = -1769.22771 hartree
structure (SMILES) = CN(C)S(=O)(=O)c1cccc(C(=O)OCC(=O)c2ccc3c(c2)NC(=O)CO3)c1

Geometry as XYZ:
```
47
C19H18N2O7S | OMol25 | ωB97M-V/def2-TZVPD
C -3.251 -0.596 0.416
N -2.375 -0.545 -0.735
C -2.565 -1.641 -1.666
S -2.484 0.960 -1.501
O -3.845 1.416 -1.566
O -1.728 0.888 -2.714
C -1.583 1.981 -0.333
C -2.251 2.826 0.533
C -1.526 3.577 1.447
C -0.146 3.476 1.480
C 0.520 2.640 0.584
C 1.998 2.515 0.665
O 2.641 2.726 1.664
O 2.519 2.091 -0.490
C 3.892 1.732 -0.511
C 4.078 0.303 -1.023
O 5.061 0.002 -1.654
C 2.979 -0.643 -0.734
C 2.666 -1.604 -1.695
C 1.625 -2.489 -1.496
C 0.880 -2.435 -0.325
C 1.179 -1.462 0.639
C 2.232 -0.588 0.442
N 0.359 -1.365 1.764
C -0.608 -2.267 2.056
O -1.404 -2.119 2.953
C -0.548 -3.522 1.191
O -0.142 -3.311 -0.147
C -0.208 1.883 -0.329
H -2.973 0.206 1.097
H -4.301 -0.469 0.128
H -3.128 -1.548 0.927
H -1.994 -1.406 -2.560
H -3.618 -1.771 -1.934
H -2.183 -2.560 -1.223
H -3.327 2.886 0.473
H -2.036 4.237 2.131
H 0.437 4.044 2.190
H 4.314 1.824 0.499
H 4.429 2.414 -1.177
H 3.250 -1.640 -2.601
H 1.371 -3.230 -2.236
H 2.473 0.113 1.227
H 0.435 -0.541 2.346
H 0.143 -4.224 1.684
H -1.536 -3.986 1.150
H 0.277 1.225 -1.032
```



Entry 5:
A 13-piece molecular cluster, C57H139N13O7 overall, computed with ωB97M-V/def2-TZVPD.

Properties
spin multiplicity = 1
frontier orbital gap = 8.0 eV
highest occupied orbital energy = -7.78 eV
ΔE to the lowest compared entry with this formula, charge and spin = 0.000 eV
DFT total energy = -3493.75306 hartree

Geometry as XYZ:
```
216
C57H139N13O7 | OMol25 | ωB97M-V/def2-TZVPD
C -3.494 5.321 -4.636
C -2.225 4.459 -4.547
N -2.432 3.044 -4.884
C -2.596 2.983 -6.345
C -3.325 1.739 -6.808
C -1.277 2.269 -4.476
C -1.439 1.782 -3.032
H -4.376 4.695 -4.477
H -3.647 5.815 -5.594
H -3.498 6.042 -3.820
H -1.395 4.910 -5.107
H -1.940 4.531 -3.493
H -3.228 3.825 -6.638
H -1.639 3.091 -6.876
H -2.730 0.864 -6.526
H -4.300 1.703 -6.325
H -3.522 1.613 -7.873
H -0.297 2.763 -4.577
H -1.156 1.385 -5.112
H -2.415 1.326 -2.864
H -1.375 2.643 -2.359
H -0.653 1.083 -2.740
C -0.531 -1.159 -4.861
C -1.644 -2.112 -4.391
N -2.987 -1.825 -4.845
C -3.116 -1.710 -6.280
C -2.639 -2.959 -7.026
C -3.570 -0.671 -4.171
C -3.804 -0.937 -2.686
H 0.363 -1.329 -4.258
H -0.811 -0.106 -4.865
H -0.242 -1.470 -5.870
H -1.307 -3.126 -4.625
H -1.590 -2.126 -3.297
H -4.170 -1.570 -6.534
H -2.613 -0.825 -6.704
H -1.552 -3.045 -7.033
H -3.074 -3.861 -6.596
H -2.972 -2.930 -8.064
H -4.561 -0.479 -4.594
H -3.005 0.249 -4.377
H -2.817 -0.881 -2.210
H -4.162 -1.949 -2.496
H -4.433 -0.233 -2.142
C -4.541 3.521 -1.386
C -5.451 2.312 -1.185
N -6.745 2.394 -1.836
C -7.558 1.180 -1.625
C -7.587 0.746 -0.169
C -6.745 2.748 -3.252
C -6.088 1.766 -4.206
H -4.119 3.588 -2.390
H -3.712 3.410 -0.683
H -5.056 4.455 -1.157
H -4.890 1.397 -1.442
H -5.588 2.233 -0.105
H -8.565 1.450 -1.953
H -7.237 0.345 -2.262
H -6.670 0.217 0.103
H -7.679 1.619 0.475
H -8.390 0.025 -0.017
H -6.250 3.711 -3.403
H -7.789 2.929 -3.520
H -6.561 0.789 -4.291
H -5.015 1.680 -4.007
H -6.105 2.215 -5.205
C -4.741 -0.782 2.205
C -5.219 -2.231 2.204
N -4.131 -3.143 1.845
C -4.586 -4.538 1.915
C -4.877 -5.004 3.346
C -3.705 -2.845 0.454
C -2.334 -3.409 0.127
H -5.514 -0.133 2.613
H -4.458 -0.469 1.203
H -3.855 -0.762 2.842
H -5.622 -2.439 3.195
H -6.069 -2.354 1.509
H -3.828 -5.159 1.439
H -5.492 -4.652 1.297
H -4.071 -4.767 4.038
H -5.079 -6.072 3.258
H -5.760 -4.503 3.740
H -4.463 -3.315 -0.191
H -3.676 -1.766 0.359
H -1.951 -2.914 -0.773
H -1.624 -3.156 0.918
H -2.270 -4.477 -0.074
C 2.046 0.002 3.110
C 0.649 0.021 2.508
N 0.766 0.012 1.037
C 0.829 -1.394 0.608
C 1.176 -1.583 -0.857
C -0.266 0.765 0.338
C -1.683 0.218 0.340
H 2.732 -0.640 2.555
H 2.038 -0.355 4.144
H 2.511 0.991 3.150
H 0.085 -0.823 2.916
H 0.168 0.948 2.824
H 1.534 -1.971 1.211
H -0.139 -1.874 0.812
H 0.435 -1.155 -1.539
H 2.153 -1.189 -1.140
H 1.221 -2.652 -1.084
H 0.135 1.001 -0.653
H -0.269 1.748 0.826
H -1.925 -0.052 1.370
H -1.794 -0.636 -0.333
H -2.415 0.931 -0.049
C 7.209 -2.009 3.428
C 7.792 -0.987 4.385
N 6.776 -0.346 5.200
C 7.328 0.592 6.172
C 8.100 -0.083 7.301
C 5.603 0.173 4.524
C 5.892 1.231 3.437
H 7.919 -2.533 2.787
H 6.465 -1.538 2.787
H 6.731 -2.844 3.950
H 8.524 -1.440 5.053
H 8.362 -0.241 3.803
H 8.017 1.249 5.612
H 6.593 1.240 6.650
H 8.900 -0.735 6.946
H 8.571 0.692 7.906
H 7.433 -0.733 7.867
H 4.935 0.615 5.265
H 5.047 -0.646 4.058
H 6.343 0.768 2.560
H 6.552 1.995 3.847
H 4.958 1.688 3.104
C -2.683 1.669 4.244
C -1.558 1.427 5.256
O -1.674 0.587 6.146
N -0.444 2.135 5.059
C 0.674 2.011 5.974
H -3.102 2.669 4.341
H -3.499 0.977 4.427
H -2.253 1.490 3.258
H -0.380 2.774 4.273
H 1.130 1.024 5.889
H 0.392 2.183 7.011
H 1.426 2.755 5.712
C 6.142 -3.144 -2.349
C 4.694 -3.028 -2.751
O 3.869 -3.773 -2.243
N 4.350 -2.132 -3.706
C 2.981 -2.092 -4.184
H 6.833 -2.471 -2.858
H 6.412 -4.178 -2.560
H 6.253 -2.990 -1.277
H 5.027 -1.574 -4.193
H 2.822 -1.154 -4.715
H 2.248 -2.172 -3.384
H 2.796 -2.915 -4.878
C 2.344 1.354 -3.180
C 3.531 1.638 -4.062
O 4.663 1.737 -3.614
N 3.293 1.774 -5.379
C 4.265 2.206 -6.375
H 1.447 1.177 -3.780
H 2.056 2.196 -2.549
H 2.550 0.517 -2.518
H 2.363 1.545 -5.685
H 3.809 2.026 -7.346
H 5.162 1.602 -6.275
H 4.465 3.272 -6.306
C 3.768 -3.047 2.379
C 4.075 -4.402 2.981
O 4.983 -5.079 2.504
N 3.350 -4.802 4.032
C 3.554 -6.100 4.656
H 2.870 -2.633 2.847
H 3.484 -3.223 1.340
H 4.606 -2.361 2.452
H 2.614 -4.230 4.426
H 3.851 -5.926 5.695
H 4.348 -6.681 4.205
H 2.609 -6.644 4.667
C -1.074 4.692 0.662
C -0.221 4.620 1.903
O -0.652 4.000 2.883
N 1.023 5.109 1.853
C 1.885 5.217 3.013
H -0.540 5.192 -0.147
H -2.002 5.227 0.870
H -1.410 3.695 0.384
H 1.396 5.402 0.966
H 2.269 6.224 3.184
H 2.789 4.623 2.849
H 1.323 4.877 3.876
C 1.126 -1.824 6.563
C 0.505 -2.282 5.274
O 1.156 -2.818 4.378
N -0.816 -2.081 5.121
C -1.612 -2.533 4.001
H 0.447 -1.466 7.335
H 1.833 -1.017 6.367
H 1.660 -2.683 6.972
H -1.220 -1.341 5.683
H -2.670 -2.558 4.253
H -1.328 -3.557 3.764
H -1.534 -1.934 3.091
C 3.068 2.892 0.165
C 4.145 1.841 -0.045
O 5.289 2.168 -0.336
N 3.794 0.563 0.165
C 4.676 -0.565 0.158
H 3.437 3.654 0.847
H 2.138 2.475 0.556
H 2.866 3.334 -0.812
H 2.829 0.452 0.454
H 4.075 -1.465 0.302
H 5.418 -0.528 0.958
H 5.238 -0.700 -0.768
```



Entry 6:
A single C3H5IN2S molecule, computed with ωB97M-V/def2-TZVPD.

Properties
spin multiplicity = 1
frontier orbital gap (alpha / beta) = 8.8 / 5.5 eV
highest occupied orbital energy (alpha / beta) = -9.16 / -6.74 eV
ΔE to the lowest compared entry with this formula, charge and spin = 3.097 eV
DFT total energy = -922.53095 hartree

Geometry as XYZ:
```
12
C3H5IN2S | OMol25 | ωB97M-V/def2-TZVPD
C -0.579 -1.116 -1.378
C 0.344 0.851 -0.507
C 0.272 0.782 1.046
N 0.471 -0.498 -0.989
N -0.961 0.327 1.494
S -1.365 -2.308 -2.040
I -1.265 -1.674 1.910
H -0.624 1.191 -0.898
H 1.170 1.531 -0.960
H 1.002 0.104 1.307
H 0.412 1.871 1.530
H 1.122 -1.061 -0.516
```



Entry 7:
A 2-piece molecular cluster, C7H7N overall, computed with ωB97M-V/def2-TZVPD.

Properties
spin multiplicity = 1
frontier orbital gap = 10.1 eV
highest occupied orbital energy = -9.19 eV
ΔE to the lowest compared entry with this formula, charge and spin = 3.168 eV
DFT total energy = -325.54228 hartree
structure (SMILES) = c1ccncc1.C#C

Geometry as XYZ:
```
15
C7H7N | OMol25 | ωB97M-V/def2-TZVPD
C -0.022 -1.758 1.779
C -1.235 -1.134 2.145
C -1.618 0.111 1.617
N -1.032 0.406 0.471
C 0.037 -0.192 -0.027
C 0.607 -1.357 0.582
H 0.277 -2.740 2.314
H -1.735 -1.447 3.110
H -2.330 0.868 2.128
H 0.349 0.122 -1.026
H 1.409 -2.083 0.227
C 1.615 2.308 -3.851
C 1.631 1.709 -2.819
H 1.318 3.210 -4.627
H 1.851 1.106 -1.977
```



Entry 8:
A 2-piece molecular cluster, C6H12N2O overall, computed with ωB97M-V/def2-TZVPD.

Properties
spin multiplicity = 1
frontier orbital gap = 8.2 eV
highest occupied orbital energy = -8.82 eV
ΔE to the lowest compared entry with this formula, charge and spin = 3.394 eV
DFT total energy = -420.45918 hartree
structure (SMILES) = C=C[C@H](N)O.[H]/N=C\C=C

Geometry as XYZ:
```
21
C6H12N2O | OMol25 | ωB97M-V/def2-TZVPD
C 0.847 -1.198 0.414
C 1.374 -0.016 0.790
C 1.948 0.997 -0.148
N 3.225 1.482 0.319
O 0.942 1.971 -0.144
H 1.182 -1.676 -0.496
H 0.338 -1.818 1.137
H 1.179 0.372 1.783
H 2.104 0.564 -1.151
H 3.571 2.187 -0.324
H 3.100 1.935 1.219
H -0.189 1.609 -0.354
H -2.039 1.122 0.192
N -1.384 0.938 -0.562
C -1.231 -0.309 -0.888
C -2.148 -1.407 -0.581
C -3.146 -1.337 0.296
H -0.576 -0.466 -1.739
H -1.921 -2.346 -1.070
H -3.379 -0.426 0.830
H -3.796 -2.178 0.476
```